{"formula": "C24H73ClN5O14", "method": "ωB97M-V with the def2-TZVPD basis set", "symbols": ["Cl", "O", "O", "O", "O", "O", "H", "H", "O", "H", "H", "O", "H", "H", "C", "C", "C", "O", "C", "N", "H", "H", "H", "H", "H", "H", "H", "H", "H", "H", "H", "C", "C", "C", "O", "C", "N", "H", "H", "H", "H", "H", "H", "H", "H", "H", "H", "H", "C", "C", "C", "O", "C", "N", "H", "H", "H", "H", "H", "H", "H", "H", "H", "H", "H", "C", "C", "C", "O", "C", "N", "H", "H", "H", "H", "H", "H", "H", "H", "H", "H", "H", "C", "C", "C", "O", "C", "N", "H", "H", "H", "H", "H", "H", "H", "H", "H", "H", "H", "C", "C", "O", "H", "H", "H", "H", "H", "H", "C", "C", "O", "H", "H", "H", "H", "H", "H"], "xyz": [[-0.83, 0.43, 0.91], [-1.07, -0.46, -0.21], [-1.43, -0.04, 2.13], [0.62, 0.55, 1.04], [-1.34, 1.73, 0.54], [0.64, -0.52, 4.78], [0.09, 0.27, 4.97], [0.28, -0.89, 3.96], [1.46, 3.46, 1.07], [1.90, 3.36, 1.92], [1.04, 2.60, 0.93], [-1.40, -3.17, 2.76], [-0.78, -3.61, 2.17], [-1.74, -2.42, 2.26], [3.36, -0.89, -5.50], [4.34, -1.24, -4.38], [3.66, -1.24, -3.04], [3.08, 0.00, -2.77], [2.06, -0.08, -1.79], [4.95, -2.57, -4.65], [2.57, -1.63, -5.56], [3.90, -0.88, -6.45], [2.92, 0.07, -5.25], [5.16, -0.51, -4.39], [4.36, -1.58, -2.27], [2.87, -2.02, -3.10], [2.47, -0.24, -0.79], [1.33, -0.87, -2.00], [1.50, 0.86, -1.80], [5.92, -2.54, -4.36], [4.50, -3.27, -4.06], [4.38, -1.74, 1.26], [3.99, -1.44, 2.70], [4.70, -0.20, 3.25], [4.46, 0.88, 2.41], [5.00, 2.09, 2.87], [2.53, -1.26, 2.73], [5.41, -2.13, 1.18], [4.37, -0.85, 0.62], [3.73, -2.50, 0.83], [4.36, -2.30, 3.27], [5.77, -0.41, 3.43], [4.24, -0.04, 4.24], [6.10, 2.10, 2.86], [4.69, 2.27, 3.90], [4.67, 2.88, 2.19], [2.37, -0.43, 2.16], [2.26, -0.82, 3.62], [-2.17, 3.56, 4.66], [-1.03, 2.57, 4.38], [0.26, 3.29, 4.10], [0.73, 3.97, 5.25], [1.87, 4.74, 4.96], [-0.80, 1.74, 5.61], [-2.58, 3.93, 3.71], [-1.79, 4.44, 5.20], [-2.93, 3.13, 5.31], [-1.26, 1.94, 3.52], [0.06, 4.05, 3.32], [1.02, 2.61, 3.71], [2.72, 4.11, 4.68], [2.15, 5.24, 5.89], [1.66, 5.47, 4.17], [-0.17, 2.31, 6.18], [-1.66, 1.71, 6.15], [-4.48, -2.31, -0.22], [-4.48, -1.78, -1.66], [-4.78, -0.29, -1.77], [-5.02, 0.06, -3.09], [-5.42, 1.39, -3.31], [-3.27, -2.15, -2.42], [-4.06, -1.65, 0.54], [-3.98, -3.27, -0.28], [-5.53, -2.42, 0.09], [-5.33, -2.30, -2.11], [-4.02, 0.31, -1.25], [-5.66, -0.18, -1.10], [-6.24, 1.64, -2.63], [-5.83, 1.46, -4.31], [-4.61, 2.11, -3.17], [-2.48, -1.74, -1.93], [-3.34, -1.62, -3.28], [0.90, -3.44, 0.21], [-0.42, -4.23, 0.01], [-0.54, -4.67, -1.43], [-1.60, -5.60, -1.53], [-1.66, -6.28, -2.75], [-0.29, -5.41, 0.91], [1.77, -4.08, 0.07], [0.92, -2.98, 1.20], [0.90, -2.61, -0.49], [-1.20, -3.53, 0.30], [0.43, -5.10, -1.75], [-0.75, -3.83, -2.10], [-0.68, -6.71, -3.01], [-2.01, -5.68, -3.60], [-2.33, -7.13, -2.62], [-1.18, -5.90, 0.80], [0.36, -6.05, 0.46], [-1.18, 1.29, -3.11], [-0.10, 1.50, -4.13], [-0.26, 2.76, -4.79], [-2.19, 1.42, -3.52], [-1.17, 2.10, -2.37], [-0.99, 0.36, -2.58], [-0.13, 0.74, -4.93], [0.87, 1.40, -3.65], [0.53, 2.93, -5.30], [-3.35, 4.66, -0.32], [-4.20, 4.69, -1.58], [-4.95, 5.88, -1.68], [-2.64, 5.49, -0.26], [-2.81, 3.71, -0.23], [-4.02, 4.65, 0.54], [-4.88, 3.84, -1.56], [-3.50, 4.52, -2.41], [-4.55, 6.47, -2.32]], "homo_lumo_gap_ev": 9.2, "total_charge": -1, "energy_ev": -74702.646, "lumo_ev": 2.476, "mol_weight_g_mol": 691.32, "homo_ha": -0.2468}